Computed, not measured: a molecular structure, C15H13BrO2S5SiV, with ωB97M-V/def2-TZVPD.

The geometry in XYZ format:
```
38
Properties=species:S:1:pos:R:3:forces:R:3:lowdin_charge:R:1
V 0.4040 -1.8843 -0.0153 -0.1 -0.1 0.1 0.444
S -2.3864 -6.3474 4.8923 0.0 0.0 -0.1 0.462
C -1.7398 -5.3060 3.7845 0.0 0.0 0.0 -1.532
S -0.1277 -5.4226 3.1871 0.0 0.0 0.1 0.887
C -0.1220 -3.9662 2.2215 0.1 0.0 -0.1 -1.134
C -1.2842 -3.2884 2.1779 -0.1 0.0 -0.1 -1.131
S -1.5328 -1.8045 1.2939 0.0 0.0 0.0 0.575
S -2.6003 -3.9814 3.0958 0.0 0.1 0.1 0.889
S 1.3432 -3.4719 1.4109 0.0 0.0 -0.1 0.556
Br -5.2408 1.7992 -1.3972 0.0 0.0 0.0 0.709
C -3.8042 0.6383 -1.8387 0.0 0.0 0.0 -0.684
C -2.5533 0.8731 -1.2985 0.0 0.0 0.0 -0.114
C -1.5126 0.0122 -1.6200 -0.1 0.0 0.0 -0.061
C -1.7226 -1.0620 -2.4749 0.1 0.1 0.0 -0.140
C -2.9797 -1.2600 -3.0308 0.0 0.0 0.0 -0.009
C -4.0325 -0.4207 -2.7035 0.0 0.0 0.0 -0.118
C -0.6105 -2.0181 -2.8233 0.0 -0.2 0.2 -0.550
O -0.5177 -2.4808 -3.9353 0.0 0.0 0.0 0.092
O 0.1991 -2.3290 -1.8282 0.0 0.2 0.0 -0.184
H -2.3884 1.7104 -0.6343 0.0 0.0 0.0 0.106
H -0.5237 0.2183 -1.2211 0.0 0.0 0.0 0.074
H -3.1273 -2.0852 -3.7150 0.0 0.0 0.0 0.122
H -5.0197 -0.5848 -3.1128 0.0 0.0 0.0 0.098
C 4.2631 2.7191 -0.4065 0.0 0.0 0.0 -0.197
Si 2.6965 2.6050 0.6079 0.0 0.0 0.0 0.393
C 1.4913 3.9182 0.0382 0.0 0.0 0.0 -0.195
C 3.0924 2.8630 2.4158 0.0 0.0 0.1 -0.194
C 1.9388 0.9622 0.3853 0.0 -0.1 0.0 -0.213
C 1.4046 -0.1306 0.2642 0.1 0.1 0.0 -0.198
H 4.7465 3.6905 -0.2717 0.0 0.0 0.0 0.025
H 4.0457 2.5898 -1.4688 0.0 0.0 0.0 0.029
H 4.9697 1.9403 -0.1128 0.0 0.0 0.0 0.028
H 1.9503 4.9101 0.0620 0.0 0.0 0.0 0.025
H 0.6083 3.9361 0.6808 0.0 0.0 0.0 0.028
H 1.1591 3.7203 -0.9830 0.0 0.0 0.0 0.027
H 3.4762 3.8709 2.5956 0.0 0.0 0.0 0.025
H 3.8412 2.1447 2.7555 0.0 0.0 0.0 0.029
H 2.1960 2.7222 3.0229 0.0 0.0 0.0 0.030
```
Forces are in eV/Å.

Values from the calculation:
Frontier orbital gap (spin up / spin down): 7.153 / 7.151 eV
E_LUMO (spin up / spin down): 2.3 / 2.3 eV
Total charge: -1
Spin multiplicity: 3

---

Computed, not measured: C23H26FN3O5S in the gas phase, with ωB97M-V/def2-TZVPD.

The geometry in XYZ format:
```
59
Properties=species:S:1:pos:R:3:forces:R:3:lowdin_charge:R:1
C -0.8974 4.7053 -1.0927 -0.1 0.2 -0.1 0.017
C -1.3643 3.5879 -1.9871 0.0 0.1 0.1 -0.465
O -1.6319 3.7638 -3.1565 0.0 0.2 -0.2 0.066
N -1.5265 2.3399 -1.4294 -0.1 -0.3 -0.2 0.009
C -2.2959 1.3529 -2.1655 -0.3 -0.2 -0.1 -0.087
C -3.5573 1.0593 -1.3623 0.0 0.2 -0.6 -0.129
O -3.2331 0.5264 -0.0898 0.2 -0.1 0.4 -0.024
C -2.1285 1.0304 0.5122 0.2 0.1 0.1 -0.184
C -1.8699 0.6035 1.8142 0.1 0.0 -0.1 0.032
C -0.7513 1.0444 2.4943 -0.1 0.0 0.0 -0.059
C 0.1359 1.8850 1.8482 0.6 0.4 0.3 -0.270
S 1.6663 2.4098 2.6284 0.2 0.0 -0.1 0.678
O 1.4657 2.5125 4.0420 -0.2 -0.3 0.0 -0.275
O 2.1275 3.5567 1.9002 -0.1 -0.1 -0.3 -0.284
N 2.7941 1.2150 2.3814 -0.6 0.8 0.3 -0.235
C 3.1211 0.8956 1.0179 -0.1 0.0 -0.7 -0.180
C 2.2889 -0.2716 0.4731 0.3 0.0 0.1 -0.118
C 2.4369 -1.4919 1.3922 -0.4 0.0 0.2 -0.222
C 1.5180 -2.6272 0.9383 0.7 0.3 -0.1 -0.463
O 0.6266 -3.0692 1.6307 -0.4 -0.1 0.3 0.071
N 1.7888 -3.1144 -0.2942 0.2 -0.2 -0.3 0.082
C 0.9275 -4.1022 -0.9236 -0.2 0.1 0.1 -0.124
C -0.2391 -3.4491 -1.6233 0.1 -0.1 0.0 -0.206
C -0.2448 -3.2665 -2.9999 -0.1 0.0 0.2 -0.034
C -1.3100 -2.6409 -3.6252 -0.2 0.2 0.0 -0.006
C -2.3644 -2.1972 -2.8495 0.2 -0.1 0.1 -0.288
F -3.4067 -1.5803 -3.4523 0.0 0.0 0.0 0.051
C -2.3835 -2.3578 -1.4753 -0.1 0.1 -0.2 -0.001
C -1.3129 -2.9867 -0.8686 0.0 0.0 -0.1 -0.012
C 2.0662 -1.1027 2.8255 0.3 0.0 -0.1 -0.125
C 2.8705 0.1055 3.2990 -0.2 -0.4 0.5 -0.177
C -0.1027 2.3248 0.5631 -0.1 -0.1 0.0 -0.014
C -1.2545 1.9407 -0.1147 0.1 -0.1 0.4 -0.125
H -1.2157 4.5709 -0.0632 0.0 0.0 0.1 0.084
H -1.3043 5.6322 -1.4914 0.0 -0.1 0.0 0.092
H 0.1872 4.7860 -1.1211 0.1 0.0 0.0 0.092
H -2.5403 1.7660 -3.1443 0.0 -0.1 0.1 0.132
H -1.7039 0.4399 -2.2852 -0.1 0.1 0.0 0.131
H -4.1820 0.3140 -1.8569 0.1 0.1 0.0 0.121
H -4.1339 1.9846 -1.2356 0.1 -0.1 0.0 0.140
H -2.5724 -0.0731 2.2730 -0.1 -0.1 0.1 0.127
H -0.5639 0.7541 3.5150 0.0 -0.1 0.1 0.120
H 4.1856 0.6353 0.9737 0.0 0.1 0.0 0.134
H 2.9624 1.8022 0.4335 0.2 -0.1 -0.2 0.115
H 1.2358 0.0129 0.4261 0.0 0.0 -0.1 0.112
H 2.6256 -0.4958 -0.5413 0.0 0.0 0.0 0.115
H 3.4746 -1.8444 1.3590 0.0 0.0 0.0 0.156
H 2.4726 -2.6565 -0.8736 0.0 0.1 0.1 0.136
H 0.5581 -4.7489 -0.1235 0.1 0.0 -0.2 0.128
H 1.5251 -4.6893 -1.6234 -0.1 0.0 0.1 0.123
H 0.5835 -3.6228 -3.5948 0.1 -0.1 -0.1 0.112
H -1.3314 -2.4976 -4.6938 0.0 0.0 -0.1 0.118
H -3.2195 -1.9971 -0.8979 -0.1 0.1 0.0 0.116
H -1.3021 -3.1211 0.2017 0.0 0.0 0.1 0.110
H 0.9995 -0.8787 2.8519 0.0 -0.1 0.1 0.102
H 2.2430 -1.9473 3.4919 -0.1 0.0 0.0 0.128
H 3.9272 -0.1670 3.4071 0.0 0.1 0.0 0.132
H 2.5039 0.4702 4.2582 0.2 -0.2 0.1 0.114
H 0.6262 2.9693 0.1041 0.0 0.1 -0.2 0.109
```
Forces are in eV/Å.

Values from the calculation:
Structure (SMILES): CC(=O)N1CCOc2ccc(S(=O)(=O)N3CCC(C(=O)NCc4ccc(F)cc4)CC3)cc21
Frontier orbital gap: 9.147 eV
E_LUMO: 0.4 eV

---

Computed, not measured: C4H9NS in the gas phase, with ωB97M-V/def2-TZVPD.

The geometry in XYZ format:
```
15
Properties=species:S:1:pos:R:3:forces:R:3:lowdin_charge:R:1
C 1.2428 -0.4341 -1.2151 -3.0 -6.5 -0.8 -0.248
C 0.4337 -1.9895 -1.4318 3.0 6.7 1.5 0.066
C -0.6163 0.2300 1.5027 -3.1 -1.7 -1.8 -0.181
C 0.1976 1.2219 0.7830 2.7 1.7 -1.8 -0.429
N -1.2076 0.5004 -1.2549 -3.4 0.4 -2.1 -0.432
S 0.2055 1.0664 -1.0961 1.0 -1.6 0.7 0.797
H 2.3407 -0.5213 -1.1661 -0.6 0.4 0.1 0.020
H -0.6360 -1.9834 -1.5065 -0.2 0.3 -0.2 -0.015
H 0.9234 -2.8979 -1.1193 0.6 0.1 -0.3 0.001
H -0.3149 0.0215 2.5366 -0.1 0.0 -0.5 0.075
H -1.7193 0.4879 1.4020 1.3 0.2 0.8 0.086
H -0.7526 -0.7095 0.8113 1.1 1.2 1.6 0.082
H 1.3006 1.1522 0.9741 -0.9 0.3 0.4 0.082
H -0.0853 2.3033 0.6951 0.0 -0.9 1.2 0.074
H -1.7916 0.9106 -2.0485 1.5 -0.6 1.3 0.023
```
Forces are in eV/Å.

Values from the calculation:
Frontier orbital gap (spin up / spin down): 8.476 / 8.696 eV
E_LUMO (spin up / spin down): -0.1 / 0.2 eV

---

Computed, not measured: C3H3N3O in the gas phase, with ωB97M-V/def2-TZVPD.

The geometry in XYZ format:
```
10
Properties=species:S:1:pos:R:3:forces:R:3:lowdin_charge:R:1
O 1.9062 -0.2461 0.9126 -0.1 0.0 -0.1 0.120
C 0.9016 0.2714 0.2188 0.0 0.3 0.1 -0.424
C 0.2742 1.4544 0.3317 -0.4 0.0 0.5 -0.039
N -0.9698 1.6519 0.2359 0.6 0.2 0.1 0.027
N -1.7118 0.4197 0.4331 0.0 -0.5 -0.2 0.040
C -1.1560 -0.5580 -0.1619 -0.3 0.3 0.1 -0.169
N 0.2104 -0.5013 -0.7481 0.1 0.2 0.0 0.065
H 2.0832 -1.1344 0.5654 0.1 0.2 -0.1 0.131
H -1.6637 -1.5143 -0.2528 0.1 0.2 0.0 0.115
H 0.1258 0.1566 -1.5346 0.0 -0.8 -0.4 0.134
```
Forces are in eV/Å.

Values from the calculation:
Structure (SMILES): OC1=C=NN=CN1
Frontier orbital gap (spin up / spin down): 8.238 / 8.237 eV
E_LUMO (spin up / spin down): -0.6 / -0.6 eV

---

Computed, not measured: a molecular structure, C36H40F5N6OPReSe2Te, with ωB97M-V/def2-TZVPD.

The geometry in XYZ format:
```
93
Properties=species:S:1:pos:R:3:forces:R:3:lowdin_charge:R:1
Re 0.0021 0.1122 0.2718 0.4 -0.1 0.0 1.352
C -1.1708 1.1842 7.2260 0.0 0.0 0.0 -0.025
C -0.9134 -0.2043 6.6191 0.0 0.0 -0.1 -0.553
C 0.4226 -0.7575 7.1378 0.0 0.0 0.0 -0.027
C -2.0351 -1.1545 7.0354 0.0 0.0 0.0 -0.051
C -0.8402 -0.0477 5.1096 0.0 0.0 0.0 -0.111
C -1.7846 -0.5839 4.2401 0.0 -0.1 0.0 0.041
C -1.6429 -0.4200 2.8790 0.0 0.0 -0.1 -0.078
N -0.6307 0.2642 2.3378 0.0 0.1 0.1 -0.044
C 0.2975 0.8039 3.1578 0.0 0.0 0.0 -0.172
C 0.2118 0.6650 4.5252 0.0 0.0 0.0 0.078
C 1.4206 1.4811 2.4732 0.0 0.0 -0.1 -0.156
C 2.3500 2.2626 3.1252 0.1 0.0 0.0 0.086
C 3.4004 2.8632 2.4260 0.0 0.0 0.1 -0.107
C 3.4422 2.6416 1.0533 0.0 0.0 -0.2 0.034
C 2.4904 1.8567 0.4438 0.0 0.0 0.1 -0.136
N 1.4877 1.2881 1.1343 0.2 0.2 0.1 -0.075
C 4.4542 3.7247 3.1022 0.0 -0.1 0.0 -0.553
C 5.8393 3.1371 2.7881 0.0 0.0 0.0 -0.024
C 4.2702 3.7753 4.6178 0.0 0.0 0.0 -0.053
C 4.3502 5.1473 2.5319 0.0 0.0 0.0 -0.027
H -1.2469 1.0944 8.3099 0.0 0.0 0.0 0.099
H -2.1025 1.6153 6.8558 0.0 0.0 0.0 0.096
H -0.3578 1.8786 7.0059 0.0 0.0 0.0 0.085
H 0.3548 -0.8969 8.2169 0.0 0.0 0.0 0.099
H 1.2569 -0.0794 6.9547 0.0 0.0 0.0 0.080
H 0.6563 -1.7233 6.6871 0.0 0.0 0.0 0.100
H -2.0248 -1.2628 8.1195 0.0 0.0 0.0 0.098
H -1.9065 -2.1493 6.6047 0.0 0.0 0.0 0.098
H -3.0207 -0.7747 6.7596 0.0 0.0 0.0 0.091
H -2.6182 -1.1642 4.6054 0.0 0.0 0.0 0.121
H -2.3455 -0.8668 2.1874 0.0 0.0 0.0 0.115
H 0.9869 1.0845 5.1485 0.0 0.0 0.0 0.119
H 2.2596 2.4038 4.1901 0.0 0.0 0.0 0.109
H 4.2272 3.0557 0.4361 0.0 0.0 0.0 0.130
H 2.5123 1.6760 -0.6210 0.0 0.1 0.1 0.046
H 5.9255 2.1096 3.1452 0.0 0.0 0.0 0.100
H 6.6040 3.7327 3.2870 0.0 0.0 0.0 0.099
H 6.0612 3.1474 1.7208 0.0 0.0 0.0 0.084
H 4.3426 2.7836 5.0699 0.0 0.0 0.0 0.095
H 3.3180 4.2279 4.9039 0.0 0.0 0.0 0.092
H 5.0592 4.3875 5.0533 0.0 0.0 0.0 0.098
H 4.5265 5.1650 1.4554 0.0 0.0 0.0 0.084
H 5.1023 5.7816 3.0016 0.0 0.0 0.0 0.099
H 3.3697 5.5845 2.7299 0.0 0.0 0.0 0.094
Se 4.1388 -1.0426 -0.4662 0.3 -0.1 0.4 0.443
P 3.1202 -0.4194 -2.1459 -0.5 -0.1 -0.3 0.239
Se 0.8035 -0.3015 -1.9916 -0.3 0.2 0.0 0.482
C 3.5635 1.2420 -2.7235 0.2 0.0 0.0 -0.436
C 4.9293 1.5356 -2.6952 0.0 0.0 0.0 -0.093
C 5.3841 2.7587 -3.1600 0.0 0.0 0.0 -0.056
C 4.4853 3.7005 -3.6426 0.0 0.0 0.0 -0.058
C 3.1274 3.4145 -3.6661 0.0 0.0 0.0 -0.066
C 2.6653 2.1874 -3.2109 0.0 0.0 -0.1 -0.141
C 3.1450 -1.5170 -3.5680 0.2 0.0 -0.1 -0.436
C 2.7000 -1.0625 -4.8105 0.0 0.1 0.0 -0.098
C 2.7229 -1.9131 -5.9011 0.0 -0.1 0.0 -0.059
C 3.1921 -3.2140 -5.7527 0.0 0.0 -0.1 -0.054
C 3.6378 -3.6637 -4.5199 0.0 0.0 0.0 -0.054
C 3.6186 -2.8170 -3.4214 -0.1 0.1 0.0 -0.095
H 5.6284 0.8045 -2.3082 0.0 0.0 0.0 0.089
H 6.4443 2.9741 -3.1469 0.0 0.0 0.0 0.116
H 4.8450 4.6546 -4.0042 0.0 0.0 0.0 0.114
H 2.4260 4.1423 -4.0525 0.0 0.0 0.0 0.110
H 1.6050 1.9726 -3.2504 0.0 0.0 0.0 0.051
H 2.3491 -0.0443 -4.9331 0.0 0.0 0.0 0.101
H 2.3863 -1.5635 -6.8677 0.0 0.0 0.0 0.113
H 3.2179 -3.8765 -6.6079 0.0 0.0 0.0 0.115
H 4.0095 -4.6739 -4.4136 0.0 0.0 0.0 0.115
H 3.9704 -3.1488 -2.4538 0.0 -0.1 0.0 0.075
N -4.0222 0.2538 -1.0476 0.0 0.0 0.0 0.156
C -4.0719 -1.1189 -0.9880 -0.1 0.0 0.0 -0.010
C -2.8380 -1.5334 -0.6075 0.2 0.0 -0.1 -0.068
N -2.0235 -0.4263 -0.4308 -0.2 -0.1 0.1 -0.050
C -2.7860 0.6316 -0.7106 0.1 0.1 0.0 -0.250
C -2.1751 1.9359 -0.6283 0.0 -0.1 0.0 -0.241
N -0.9107 1.9593 -0.2419 -0.2 0.3 0.0 -0.066
C -0.5044 3.2754 -0.2754 0.0 0.0 0.0 -0.057
C -1.5489 4.0377 -0.6916 0.0 0.0 0.0 -0.014
N -2.5991 3.1753 -0.9118 0.0 0.0 0.0 0.158
H -4.7905 0.8520 -1.3079 0.0 0.0 0.0 0.181
H -4.9633 -1.6698 -1.2307 0.0 0.0 0.0 0.140
H -2.4786 -2.5359 -0.4824 0.0 0.0 0.0 0.111
H 0.4916 3.5812 -0.0116 0.0 0.0 0.0 0.116
H -1.6396 5.0974 -0.8511 0.0 0.0 0.0 0.138
H -3.5111 3.4450 -1.2456 0.0 0.0 0.0 0.181
F 1.5509 -3.3129 -0.6552 0.0 -0.1 -0.1 -0.359
Te 1.0102 -3.1315 1.0920 -0.4 0.4 0.1 1.771
F 0.5949 -4.9136 1.1036 0.2 -0.1 0.0 -0.306
F 0.3837 -3.0598 2.8385 0.0 0.0 0.0 -0.339
F -0.7605 -2.8823 0.5085 0.0 -0.1 0.0 -0.392
F 2.6920 -3.4794 1.7079 0.1 0.1 0.0 -0.318
O 1.1739 -1.2892 1.0858 -0.1 -0.4 -0.1 -0.729
```
Forces are in eV/Å.

Values from the calculation:
Frontier orbital gap (spin up / spin down): 6.906 / 5.587 eV
E_LUMO (spin up / spin down): -5.7 / -7.0 eV
Total charge: +2
Spin multiplicity: 4

---

Computed, not measured: C5H7N in the gas phase, with ωB97M-V/def2-TZVPD.

The geometry in XYZ format:
```
13
Properties=species:S:1:pos:R:3:forces:R:3:lowdin_charge:R:1
C 2.6540 0.2776 -0.1162 0.2 0.1 0.2 -0.068
N 1.5471 -0.1427 -0.5401 0.4 0.2 -0.8 -0.025
C 0.6007 -0.6530 0.3338 -3.0 -0.1 -0.1 -0.279
C -0.4157 -1.6324 -0.2002 -0.3 1.1 0.3 0.011
C -0.9701 -0.4633 -0.1345 2.9 -1.1 0.8 -0.155
C -1.9819 0.5721 -0.2912 -0.3 0.1 -0.1 -0.057
H 3.3628 0.6693 -0.8296 0.2 0.1 -0.1 0.055
H 2.9559 0.2759 0.9383 -0.1 -0.1 0.0 0.070
H 0.8075 -0.6424 1.4085 0.1 0.0 -0.1 0.116
H -0.5144 -2.6646 -0.4393 0.0 -0.5 -0.2 0.084
H -2.9256 0.1311 -0.6139 -0.1 0.1 0.0 0.079
H -1.6511 1.2949 -1.0376 0.0 0.0 0.0 0.087
H -2.1371 1.1055 0.6467 0.0 0.0 0.0 0.083
```
Forces are in eV/Å.

Values from the calculation:
Structure (SMILES): C=N[C@@H]1C=C1C
Frontier orbital gap: 10.055 eV
E_LUMO: 1.1 eV